P) DFT (wB97M-V/def2-TZVPD) results for CH3ClN2O2 in the gas phase.

Each line ends with the Mulliken charge.
Atoms and positions in Å:
C1 0.999 -0.795 0.305  -0.2275
N1 -0.572 0.812 0.189  -0.3841
N2 -0.214 -0.348 -0.219  0.7475
O1 -0.780 -1.042 -1.158  -0.6165
O2 -1.762 1.201 -0.347  -0.3479
Cl1 2.163 0.320 -0.532  -0.1647
H1 1.002 -0.427 1.327  0.2373
H2 1.230 -1.828 0.341  0.3602
H3 -2.066 2.107 0.094  0.3958

E_HOMO (alpha / beta) = -9.434 / -9.434 eV
SMILES = [O-]/[N+](CCl)=N\O
E_LUMO (alpha / beta) = 0.0392 / 0.0397 eV

Q) DFT (wB97M-V/def2-TZVPD) results for CH3ClN2O2 in the gas phase.

Each line ends with the Mulliken charge.
Atoms and positions in Å:
C1 -0.688 1.040 -0.779  -0.4386
N1 0.852 -1.221 -0.057  -0.4532
N2 0.450 -0.525 0.902  1.1780
O1 -0.094 0.689 0.512  -0.3246
O2 0.576 -0.725 2.082  -0.6321
Cl1 1.470 -2.684 0.421  -0.0529
H1 -0.862 2.103 -0.552  0.2449
H2 0.025 0.818 -1.703  0.2317
H3 -1.729 0.504 -0.826  0.2468

E_HOMO = -10.037 eV
SMILES = CO/[N+]([O-])=N/Cl
E_LUMO = 0.7182 eV

Stability, highest: P)

P) DFT (wB97M-V/def2-TZVPD) results for 2 unconnected molecules or ions with the total composition C2H4Cl2OS.

Each line ends with the Mulliken charge.
Atoms and positions in Å:
C1 0.633 0.525 0.787  -0.9740
C2 0.406 0.453 -0.674  0.3231
O1 -2.081 0.817 -0.351  -0.5276
S1 -1.064 0.686 -1.404  0.3411
Cl1 1.748 0.144 -1.688  -0.1501
Cl2 -0.343 -2.480 -0.237  -0.2652
H1 1.478 1.177 1.013  0.3377
H2 -0.270 0.913 1.250  0.3199
H3 0.851 -0.458 1.203  0.3239
H4 -1.360 -1.777 0.102  0.2713

E_HOMO = -9.145 eV
E_LUMO = -0.4367 eV

Q) DFT (wB97M-V/def2-TZVPD) results for a molecular structure, C2H4Cl2OS.

Each line ends with the Mulliken charge.
Atoms and positions in Å:
C1 0.667 -0.929 0.973  -0.9137
C2 -0.535 -0.139 0.364  -0.3222
O1 1.036 0.850 -2.206  -0.4462
S1 0.236 1.504 -1.218  0.5335
Cl1 -1.307 0.920 1.597  -0.1494
Cl2 -1.556 1.621 -2.108  -0.1584
H1 1.327 -0.338 1.508  0.3555
H2 1.179 -1.240 0.064  0.2977
H3 0.283 -1.826 1.455  0.3318
H4 -1.330 -0.424 -0.429  0.4713

E_HOMO (alpha / beta) = -8.772 / -8.772 eV
E_LUMO (alpha / beta) = -0.3046 / -0.3053 eV

Stability, highest: P)